Molecular formula: C2H2OS3
Method: DFT, wB97M-V/def2-TZVPD

XYZ file:
```
8
Properties=species:S:1:pos:R:3:forces:R:3:lowdin_charge:R:1
S 1.45802 0.21970 0.19925 0.6 1.3 0.1 0.46
S 2.37562 1.91935 -0.14597 -0.3 -0.2 0.2 0.15
S -0.71206 -1.96847 -0.10796 -2.6 0.2 -0.4 0.91
O 0.73191 -2.02983 0.04754 1.6 -0.7 0.4 -0.68
C -1.18188 -0.33538 -0.02602 2.7 -0.8 0.5 -0.45
H -0.25808 1.75929 0.09720 -0.9 -1.4 0.1 0.06
C -0.24228 0.63481 0.17329 1.5 1.0 -0.7 -0.48
H -2.17125 -0.19945 -0.23733 -2.6 0.7 -0.3 0.03
```
Forces are in eV/Å.

Summary:
Relative energy (zero: lowest compared OMol25 entry of this formula, charge and spin): 1.937 eV
E_LUMO (spin up / spin down): -1.8 / -1.7 eV
Molar mass: 138.24 g/mol
Total energy: -36657.0132 eV
E_HOMO (spin up / spin down): -8.6 / -8.7 eV